Density functional theory data (ωB97M-V/def2-TZVPD) for C16H16N6O4S in the gas phase in a non-equilibrium geometry.

Element x y z (Å)
C1 4.4600 1.6396 0.1143
C2 3.8949 0.2918 -0.1374
C3 2.7273 -0.3077 0.2435
C4 2.8178 -1.5950 -0.3423
N1 1.9285 -2.6500 -0.2925
C5 0.7429 -2.6643 0.3711
O1 0.3088 -1.7423 1.0197
C6 0.0170 -3.9958 0.2141
S1 -1.7091 -3.8024 0.7481
C7 -2.0502 -2.4645 -0.3117
N2 -1.6317 -2.3221 -1.5440
N3 -2.0073 -1.1128 -1.9578
C8 -2.6504 -0.5212 -0.9842
C9 -3.2267 0.8574 -1.0109
C10 -2.5515 1.6847 -2.1101
O2 -1.1723 1.8219 -1.8686
C11 -0.8380 2.0292 -0.5631
C12 0.4700 2.3946 -0.2652
C13 0.8466 2.6423 1.0404
C14 -0.0767 2.5297 2.0673
C15 -1.3741 2.1468 1.7875
C16 -1.7571 1.8928 0.4786
O3 -3.0609 1.4954 0.2450
N4 -2.7053 -1.3465 0.0989
N5 -3.3324 -1.1628 1.3169
N6 3.9444 -1.7342 -1.0041
O4 4.6143 -0.5652 -0.8793
H1 3.9160 2.3893 -0.4583
H2 4.3817 1.8887 1.1699
H3 5.5036 1.6550 -0.1882
H4 1.9247 0.0833 0.8290
H5 2.2133 -3.4527 -0.8364
H6 0.4648 -4.7555 0.8551
H7 0.0174 -4.3248 -0.8246
H8 -4.3103 0.8168 -1.1777
H9 -3.0270 2.6751 -2.1444
H10 -2.6457 1.1831 -3.0734
H11 1.1675 2.4784 -1.0829
H12 1.8628 2.9316 1.2580
H13 0.2139 2.7287 3.0869
H14 -2.1094 2.0446 2.5709
H15 -2.7784 -1.6158 2.0425
H16 -3.4237 -0.1653 1.4994

Calculated values
- gap between HOMO and LUMO (eV) = 9.2251
- energy above the lowest of the compared OMol25 structures with the same formula, charge and spin (kcal/mol) = 0.0
- highest occupied orbital energy (eV) = -8.63

Löwdin atomic charge list, values in e, 6 entries: -0.0013 -0.3033 0.0582 -0.2949 0.1602 -0.5272



Density functional theory data (ωB97M-V/def2-TZVPD) for 3 unconnected molecules or ions with the total composition C9H9NO2 in a non-equilibrium geometry.

Element x y z (Å)
C1 -3.0406 -1.5721 0.4498
C2 -2.3115 -1.4482 -0.6857
C3 -2.6670 -0.8217 1.5403
C4 -1.2073 -0.4897 -0.6459
C5 -1.6865 0.1205 1.4451
C6 2.8747 -0.2779 -0.6854
C7 2.9330 0.1097 -2.1409
C8 1.6790 2.7950 1.4758
C9 2.0521 0.6834 -1.3958
N1 -0.8924 0.2478 0.3565
O1 1.4176 2.1772 2.4090
O2 2.0862 3.4304 0.6161
H1 -3.8443 -2.3506 0.5993
H2 -2.5763 -1.9964 -1.6548
H3 -3.2619 -0.9344 2.5766
H4 -0.6776 -0.3183 -1.5975
H5 -1.5010 0.9480 2.2468
H6 2.4894 -1.1677 -0.4638
H7 3.5665 -0.0349 0.1488
H8 3.4211 -0.2771 -3.0351
H9 1.1468 1.1768 -1.5592

Calculated values
- gap between HOMO and LUMO (alpha / beta) (eV) = 6.0868 / 6.3884
- spin multiplicity = 3
- energy above the lowest of the compared OMol25 structures with the same formula, charge and spin (kcal/mol) = 45.5
- <S²> = 2.0268
- highest occupied orbital energy (alpha / beta) (eV) = -5.32 / -9.31

Löwdin atomic charge list, values in e, 6 entries: -0.1419 -0.0732 -0.1109 -0.1485 -0.1797 -0.1714